Entry 1:
The following is a quantum chemistry calculation of ClH2O3P as an isolated structure at a distorted geometry, from OMol25.

* LUMO: -0.1068 eV
* total energy: -27984.3649 eV
* E_HOMO: -8.86 eV
* energy relative to the best compared isomer or geometry (same formula, charge and spin): 97.21 kcal/mol
* frontier orbital gap: 8.75 eV

Structure (XYZ):
```
7
ClH2O3P ωB97M-V/def2-TZVPD
O 1.25330 -0.78245 0.88533
O 0.61851 0.84783 -0.91299
O -1.64270 -0.81148 0.18663
P 0.54557 -0.72617 -0.54738
Cl -2.09574 0.73616 0.25564
H 1.09479 -0.55244 1.80905
H 0.22626 1.28855 -1.67628
```

***

Entry 2:
The following is a quantum chemistry calculation of C29H52BN7Si2SnTe as an isolated structure at a distorted geometry, from OMol25.

* LUMO (alpha / beta): -5.6655 / -8.2985 eV
* total energy: -70892.7833 eV
* E_HOMO (alpha / beta): -13.24 / -12.71 eV
* total charge: +2
* frontier orbital gap (alpha / beta): 7.57 / 4.41 eV

Structure (XYZ):
```
93
C29H52BN7Si2SnTe ωB97M-V/def2-TZVPD
Sn 0.70167 -0.22001 1.23478
C 3.51796 2.03318 1.38098
C 3.53592 0.99071 2.47622
C 4.49155 0.71580 3.42964
C 4.08533 -0.48540 4.05395
C 4.77129 -1.41911 5.02200
N 2.92544 -0.83475 3.47618
N 2.58867 0.04568 2.52379
B 1.83394 -1.88297 4.03685
N 0.55485 -1.05337 4.34695
N -0.10337 -0.33041 3.41855
C -1.06268 0.38180 4.04672
C -1.95895 1.30236 3.37576
C -0.97590 0.09620 5.43864
C 0.03032 -0.83339 5.56468
C 0.38034 -1.57136 6.82240
N 1.48407 -2.87187 2.85518
N 1.00199 -2.33805 1.71553
C 0.60871 -3.32469 0.93642
C -0.11489 -3.05673 -0.32678
C 0.79402 -4.55813 1.57461
C 1.30574 -4.19303 2.83487
C 1.69983 -4.97803 4.06480
H 2.74255 2.71575 1.42852
H 3.48131 1.50015 0.40922
H 4.47385 2.56708 1.40192
H 5.42344 1.21758 3.51874
H 5.47179 -0.87075 5.63387
H 5.34153 -2.16301 4.49187
H 4.09516 -1.90223 5.73910
H 2.24660 -2.33409 5.04657
H -2.71964 1.57574 4.08496
H -2.32686 0.86384 2.45481
H -1.36896 2.21881 3.21143
H -1.55674 0.49416 6.26318
H 0.25549 -2.65884 6.76721
H -0.24914 -1.17392 7.60350
H 1.44733 -1.42963 7.09236
H -1.16121 -2.90810 -0.09716
H 0.04879 -3.90510 -1.04192
H 0.27838 -2.13687 -0.81759
H 0.51795 -5.56950 1.22614
H 1.60102 -6.04663 3.95769
H 1.04538 -4.61520 4.84822
H 2.69150 -4.75059 4.40644
C 1.51890 0.82052 -2.66994
C 2.55658 -0.12956 -2.26414
C 3.61318 -0.77748 -3.11842
C 4.37154 -1.52882 -2.23480
C 3.76301 -1.36451 -0.97784
C 4.37608 -2.05593 0.23018
N 2.72366 -0.49553 -0.94875
H 2.02690 1.76835 -2.80038
H 0.82641 1.00422 -1.81838
H 0.93605 0.52359 -3.58423
H 3.85476 -0.66134 -4.16188
H 5.25927 -2.16913 -2.51248
H 3.88554 -3.03934 0.31779
H 4.09071 -1.50198 1.17861
H 5.41540 -2.11966 0.17683
C -2.81868 -0.24739 -7.19570
Si -3.23060 -0.47663 -5.44316
C -4.82832 -1.42301 -5.27864
C -1.86677 -1.35152 -4.47686
C -3.58039 1.30403 -4.78378
Te -4.67392 1.33918 -2.98196
C -5.00997 3.47485 -2.78215
Si -3.61527 4.60926 -2.19478
C -4.52320 6.24498 -1.84124
C -2.61780 3.83667 -0.72867
C -2.35909 4.96157 -3.59179
H -2.67035 -1.22423 -7.73154
H -1.89079 0.32905 -7.16042
H -3.58247 0.26773 -7.79429
H -4.97414 -2.33559 -5.86192
H -5.58295 -0.75517 -5.75004
H -5.09642 -1.52498 -4.23634
H -1.65063 -2.33675 -4.90230
H -2.10799 -1.49340 -3.46294
H -0.94829 -0.74260 -4.48787
H -4.24704 1.63862 -5.56845
H -2.77145 2.06839 -4.61706
H -5.90253 3.51405 -2.13518
H -5.36942 3.75537 -3.81990
H -5.43186 6.20082 -1.26034
H -4.60436 6.93304 -2.68755
H -3.73876 6.64359 -1.12790
H -3.15302 3.72296 0.16469
H -1.82294 4.55454 -0.57167
H -2.16534 2.86210 -0.97530
H -2.82840 5.48053 -4.43789
H -1.92124 4.05192 -3.91005
H -1.50897 5.54151 -3.11097
```

***

Entry 3:
The following is a quantum chemistry calculation of C41H37HfN5O2PSe as an isolated structure at a distorted geometry, from OMol25.

* LUMO: -8.9920 eV
* total energy: -130587.7188 eV
* E_HOMO: -15.97 eV
* total charge: +3
* frontier orbital gap: 6.98 eV

Structure (XYZ):
```
88
C41H37HfN5O2PSe ωB97M-V/def2-TZVPD
Hf 0.49871 -0.24453 0.53853
C 3.33657 1.50707 -0.85295
C 2.22379 2.45822 -0.58809
C 2.37289 3.79595 -0.95870
C 1.36191 4.69542 -0.68812
C 0.23623 4.23439 -0.02037
C 0.13512 2.88932 0.32288
N 1.11524 1.99448 0.01871
C -1.02302 2.37307 1.07454
C -2.09338 3.18300 1.45858
C -3.12616 2.63213 2.19622
C -3.07972 1.28907 2.53569
C -1.99037 0.52277 2.12591
N -0.98778 1.06775 1.40638
C -1.84971 -0.90794 2.44794
C -2.76945 -1.58033 3.24375
C -2.57136 -2.92658 3.51862
C -1.45311 -3.55505 3.00649
C -0.55681 -2.82957 2.22148
C 0.65080 -3.49138 1.64573
N -0.75955 -1.53330 1.93785
H 4.26447 2.04709 -1.01482
H 3.13501 0.91341 -1.74596
H 3.46260 0.83422 -0.00643
H 3.28699 4.11225 -1.43644
H 1.45030 5.73445 -0.96816
H -0.54114 4.92943 0.23917
H -2.13223 4.22426 1.19367
H -3.95736 3.24459 2.50815
H -3.88434 0.86418 3.10820
H -3.62913 -1.07784 3.65020
H -3.27210 -3.46421 4.13560
H -1.27220 -4.60026 3.20039
H 0.94423 -4.34879 2.25187
H 1.49717 -2.79611 1.56427
H 0.40889 -3.87018 0.64803
O 2.12930 -1.02635 -0.47788
C 1.24853 -1.44905 -1.29649
O 0.16635 -1.82694 -0.75488
C 1.23565 -1.08620 -2.71029
C 2.18514 -1.41397 -3.66738
C 2.00597 -0.97018 -4.96782
C 0.90669 -0.18755 -5.29150
C -0.00114 0.20280 -4.31821
C 0.13934 -0.24848 -3.01174
P -1.03342 0.21027 -1.66868
C -2.42345 -0.89723 -2.08089
C -3.07958 -0.74713 -3.30224
C -4.03217 -1.67615 -3.68175
C -4.34434 -2.73884 -2.84603
C -3.72966 -2.85721 -1.60920
C -2.76567 -1.94009 -1.22646
C -1.67654 1.85999 -2.09125
C -0.90937 2.84565 -2.70792
C -1.43512 4.11256 -2.89906
C -2.71130 4.41142 -2.44713
C -3.46745 3.44267 -1.80247
C -2.95371 2.17281 -1.62177
H 3.02451 -2.03834 -3.40037
H 2.71776 -1.23994 -5.73165
H 0.75273 0.13213 -6.30930
H -0.82384 0.84845 -4.58630
H -2.85308 0.08831 -3.95001
H -4.52212 -1.57201 -4.63836
H -5.06651 -3.47692 -3.16012
H -3.98846 -3.66959 -0.94739
H -2.25926 -2.04206 -0.27268
H 0.08078 2.61551 -3.07808
H -0.85358 4.86410 -3.41037
H -3.12186 5.39657 -2.60516
H -4.46588 3.66984 -1.45936
H -3.54795 1.40055 -1.14752
C 2.17632 -1.75441 5.50295
N 3.18458 -1.90197 4.48876
C 4.28186 -2.70184 4.58902
C 5.00814 -2.54486 3.45054
N 4.34588 -1.65024 2.66362
C 4.82741 -1.15650 1.40206
C 3.22131 -1.27154 3.29987
Se 1.94465 0.03435 2.72829
H 2.58445 -2.04897 6.46773
H 1.31152 -2.38154 5.27998
H 1.86319 -0.71120 5.54990
H 4.47571 -3.31129 5.44872
H 5.93548 -2.99238 3.15282
H 5.67557 -1.75608 1.07859
H 5.15919 -0.12206 1.51169
H 4.04544 -1.21930 0.64435
```

***

Entry 4:
The following is a quantum chemistry calculation of a 2-piece molecular cluster, C2HF6OP overall at a distorted geometry, from OMol25.

* LUMO (alpha / beta): -2.7330 / -0.9673 eV
* total energy: -29727.5929 eV
* E_HOMO (alpha / beta): -11.45 / -10.27 eV
* energy relative to the best compared isomer or geometry (same formula, charge and spin): 36.98 kcal/mol
* frontier orbital gap (alpha / beta): 8.72 / 9.31 eV

Structure (XYZ):
```
11
C2HF6OP ωB97M-V/def2-TZVPD
C 2.23636 1.38283 -0.22918
C 2.03850 -1.80096 -0.20368
O 3.40886 -0.28080 1.64305
F 1.15729 1.45008 -0.94222
F 2.17463 2.40509 0.66495
F 3.27368 1.47447 -1.06643
F 1.39883 -2.65960 0.56763
F 3.26483 -2.26648 -0.46163
F 1.38705 -1.67633 -1.33131
P 2.16426 -0.23991 0.89516
H -0.33232 1.19462 1.53783
```

***

Entry 5:
The following is a quantum chemistry calculation of C23H33BN8OSTi as an isolated structure, from OMol25.

* LUMO: -6.3656 eV
* total energy: -72975.0301 eV
* E_HOMO: -14.17 eV
* energy relative to the best compared isomer or geometry (same formula, charge and spin): 0.00 kcal/mol
* total charge: +2
* frontier orbital gap: 7.80 eV

Structure (XYZ):
```
68
C23H33BN8OSTi ωB97M-V/def2-TZVPD
Ti 1.25575 0.33662 -0.09015
C 1.27180 -3.20744 1.07777
C 0.03359 -2.37987 1.12630
C -1.20923 -2.76707 1.60273
C -2.02951 -1.65078 1.49738
C -3.45856 -1.50085 1.89322
N -1.30442 -0.65356 0.97211
N -0.02398 -1.09312 0.73250
B -1.69813 0.84125 0.79086
N -0.73619 1.69575 1.63389
N 0.59389 1.71479 1.31945
C 1.19527 2.53824 2.20423
C 2.65496 2.83367 2.17253
C 0.24797 3.03689 3.08006
C -0.96517 2.47756 2.69529
C -2.31817 2.66538 3.28754
N -1.49801 1.25269 -0.68773
N -0.25021 1.19924 -1.25491
C -0.35869 1.68692 -2.50747
C 0.80507 1.83658 -3.42488
C -1.67838 2.04234 -2.74089
C -2.37071 1.75802 -1.57061
C -3.81466 1.95672 -1.26140
H 1.06002 -4.19804 1.47323
H 1.65664 -3.30672 0.06332
H 2.05824 -2.75538 1.68101
H -1.47863 -3.73054 2.00055
H -3.85166 -2.46188 2.21555
H -3.56508 -0.79684 2.71845
H -4.06687 -1.13659 1.06589
H -2.82413 1.00983 1.12301
H 3.02773 2.90367 1.15121
H 2.84906 3.78849 2.65630
H 3.22241 2.07425 2.71359
H 0.41077 3.72957 3.88763
H -2.25499 3.32704 4.14745
H -3.00572 3.10621 2.56592
H -2.73798 1.71506 3.61671
H 1.35142 0.89992 -3.53219
H 0.46010 2.15114 -4.40682
H 1.49537 2.59773 -3.05730
H -2.08235 2.47190 -3.64138
H -4.33027 2.33136 -2.14193
H -4.28840 1.02454 -0.95416
H -3.94537 2.67888 -0.45562
N 4.69893 -0.51727 2.07864
C 3.84952 -0.10222 1.16135
O 2.61263 -0.30645 1.30109
C 4.30600 0.66905 -0.03917
C 3.10175 0.93807 -0.93514
H 4.36589 -1.02084 2.88739
H 5.69029 -0.36937 1.97570
H 5.09505 0.11687 -0.55323
H 4.77200 1.58811 0.32769
H 3.29919 0.64518 -1.96231
H 2.82442 2.00788 -0.95437
S 1.65680 -1.32551 -1.90154
C 0.27448 -2.29693 -2.29310
N 0.54592 -3.46621 -2.92096
C -0.38614 -4.33719 -3.36104
C -1.71058 -4.06308 -3.17158
C -2.04742 -2.86750 -2.53021
C -1.07328 -1.99286 -2.09754
H 1.52425 -3.68271 -3.07730
H -0.01588 -5.22505 -3.85212
H -2.46098 -4.75529 -3.52134
H -3.08971 -2.61851 -2.37833
H -1.33764 -1.06174 -1.62082
```

***

Entry 6:
The following is a quantum chemistry calculation of C6H8LiO3Tb as an isolated structure at a distorted geometry, from OMol25.

* spin multiplicity: 7
* LUMO (alpha / beta): -8.8170 / -8.4878 eV
* total energy: -35116.5749 eV
* E_HOMO (alpha / beta): -16.34 / -16.35 eV
* total charge: +2
* frontier orbital gap (alpha / beta): 7.53 / 7.86 eV

Structure (XYZ):
```
19
C6H8LiO3Tb ωB97M-V/def2-TZVPD
C 1.80882 -0.26006 2.71932
C 2.03345 -1.33631 1.95459
C 0.98345 -1.76921 0.94222
C 1.56732 -1.29318 -0.36021
O 0.89458 -0.55747 -1.09101
Li 0.41625 0.68958 -2.52786
H 2.62865 0.39682 3.01404
H 0.80888 0.12001 2.93425
H 2.87062 -2.01563 2.13763
H 2.54133 -1.67836 -0.70501
H 1.01721 -2.88317 0.86685
O -1.21936 1.02490 -1.69377
O -0.24661 -1.23253 1.17816
C -2.12985 1.92368 -2.07695
C -3.33657 2.11190 -1.52678
H -1.82786 2.53340 -2.94020
H -4.01428 2.84816 -1.95729
H -3.66505 1.54907 -0.64920
Tb -1.13097 -0.17165 -0.21878
```

***

Entry 7:
The following is a quantum chemistry calculation of C12H23BeBr5CsLiNO6S3 as an isolated structure at a distorted geometry, from OMol25.

* LUMO: -7.7848 eV
* total energy: -410445.6580 eV
* E_HOMO: -9.56 eV
* total charge: +1
* frontier orbital gap: 1.77 eV

Structure (XYZ):
```
53
C12H23BeBr5CsLiNO6S3 ωB97M-V/def2-TZVPD
C -0.30953 -5.25357 0.63211
S -2.06816 -5.12869 1.06676
O -2.34446 -6.43245 2.00973
C -2.33395 -3.71480 2.15946
C -1.34224 -2.59285 1.87236
C -1.69165 -1.30846 2.60181
S -2.67522 -0.15006 1.61660
C -1.37709 0.57385 0.60385
S -0.41637 1.68254 1.28637
N -1.31853 0.10632 -0.68791
C -0.02612 0.32869 -1.32989
C -0.13090 -0.32099 -2.70685
O -1.02860 0.34455 -3.57669
C -1.96237 1.15467 -2.90021
C -2.42983 0.62581 -1.53988
H 0.26736 -5.33137 1.54911
H 0.02561 -4.38168 0.08461
H -0.18923 -6.12475 0.00399
H -1.54437 -6.98654 1.92664
H -2.18736 -4.06866 3.21863
H -3.33956 -3.32185 2.02105
H -1.22687 -2.45968 0.79559
H -0.33610 -2.91004 2.26919
H -0.77043 -0.80888 2.89411
H -2.23662 -1.52719 3.51815
H 0.74338 -0.22498 -0.79854
H 0.25639 1.38008 -1.35563
H 0.85197 -0.44719 -3.15153
H -0.55230 -1.31333 -2.51669
H -2.85048 1.19206 -3.52673
H -1.63516 2.19121 -2.80536
H -3.11776 -0.19987 -1.72278
H -3.00939 1.41503 -1.06572
Br 1.55044 -3.44488 2.94461
C -1.38923 4.73842 -0.17025
O -2.35556 5.05423 0.51856
O -1.37800 3.76870 -0.99337
O -0.27004 5.32866 -0.15939
C 3.00915 3.01643 -1.44113
O 2.73363 2.18048 -0.33895
H 3.10834 2.39761 -2.33173
H 2.18963 3.72787 -1.57962
H 3.93019 3.57403 -1.27814
H 2.64885 2.73665 0.44589
Li 0.66847 3.78234 -1.74326
Be -1.66788 -4.30836 5.05141
C 4.58571 6.86586 -0.09303
Br 2.75053 6.32737 -0.37390
Br 4.69073 8.49765 0.91326
Br 5.61093 5.44851 0.71730
H 5.01571 7.05712 -1.06555
Br 2.32976 -6.24417 -0.13616
Cs 4.27824 -7.33197 -0.76933
```

***

Entry 8:
The following is a quantum chemistry calculation of a 2-piece molecular cluster, C3H9OP overall at a distorted geometry, from OMol25.

* LUMO (alpha / beta): 0.7603 / 0.7603 eV
* total energy: -14589.2681 eV
* E_HOMO (alpha / beta): -8.06 / -8.06 eV
* energy relative to the best compared isomer or geometry (same formula, charge and spin): 99.62 kcal/mol
* frontier orbital gap (alpha / beta): 8.82 / 8.82 eV

Structure (XYZ):
```
14
C3H9OP ωB97M-V/def2-TZVPD
C -1.36112 0.40308 -0.23074
C 1.64559 0.91583 -0.34900
C -0.18767 -0.46859 -0.04797
O 0.23630 -1.49012 -0.92412
P 0.24739 -1.03953 1.69543
H -1.75045 0.28085 -1.33241
H -1.31264 1.41800 0.08779
H -2.17466 -0.11269 0.37638
H 1.84814 1.69650 0.28494
H 1.28980 1.23733 -1.35527
H 2.57494 0.28650 -0.42707
H 0.31076 -1.23904 -1.87202
H -0.88731 -1.96093 1.72681
H -0.47909 0.07280 2.36726
```

***

Molecular weight: 116.440 812.079 920.204 185.991 528.318 293.993 921.896 92.078 (g/mol)